(1)
14
Properties=species:S:1:pos:R:3:forces:R:3 method="wB97M-V/def2-TZVPD" e_above_lowest_ev=1.494 e_homo_ev=-10.23 e_tot_ha=-1788.69011 orbital_gap_ev=10.9 smiles=C[Si](Cl)(Cl)CCCl
Cl 2.577 -1.086 -1.443 1.804 0.707 -1.319
Cl 0.016 1.666 -1.861 -0.061 -0.150 -0.541
Cl -2.387 -0.612 -0.781 0.513 0.442 -0.124
C 1.139 -1.660 -0.764 -2.589 -1.744 0.708
C -1.133 1.756 1.005 -0.862 -0.931 -0.056
C 0.643 -0.733 0.319 -1.184 1.863 -1.167
Si -0.705 0.546 -0.326 0.962 -1.126 1.446
H 0.343 -1.878 -1.511 0.661 0.530 0.051
H 1.327 -2.646 -0.369 0.283 -0.345 0.334
H -2.084 2.229 0.729 0.077 -0.143 0.474
H -0.402 2.513 1.105 0.910 0.840 -0.125
H -1.149 1.224 1.966 -0.514 0.168 -0.182
H 0.329 -1.124 1.257 -0.928 -1.171 0.459
H 1.485 -0.194 0.673 0.925 1.061 0.041

=====

(2)
54
Properties=species:S:1:pos:R:3:forces:R:3 method="wB97M-V/def2-TZVPD" charge=+1 multiplicity=4 e_homo_ev="-11.29 / -11.40" e_tot_ha=-1692.02956 orbital_gap_ev="6.8 / 7.4"
Re 0.404 0.476 0.112 -0.106 -0.788 2.792
C -0.697 -3.027 -1.272 0.010 -0.012 0.030
C -0.331 -2.751 0.035 0.073 0.159 0.003
C -0.961 -1.721 0.742 -0.187 0.003 0.000
C -1.994 -0.989 0.116 0.043 -0.120 0.213
C -2.364 -1.291 -1.189 0.025 0.054 0.023
C -1.721 -2.309 -1.876 0.099 0.007 0.121
H -0.193 -3.810 -1.817 0.014 -0.110 -0.015
H 0.431 -3.340 0.522 0.101 -0.074 0.038
H -0.812 -1.629 1.814 0.053 0.160 -0.083
H -2.556 -0.258 0.686 0.100 -0.034 -0.029
H -3.178 -0.757 -1.656 -0.023 0.084 -0.019
H -2.030 -2.549 -2.882 -0.018 -0.029 -0.099
C 3.841 2.541 -3.312 -0.237 -0.271 0.077
C 3.281 1.310 -2.626 0.761 0.284 0.381
O 2.164 0.809 -3.370 -0.830 -0.300 0.037
P 0.845 0.346 -2.619 0.053 1.097 -2.337
O 1.168 -0.626 -1.515 0.146 -0.327 0.541
Te -0.301 2.267 -1.654 0.249 0.080 -0.235
O 0.003 -0.311 -3.769 -0.032 0.585 0.522
C 0.615 -1.396 -4.503 0.267 -0.572 -0.528
C 1.077 -0.909 -5.862 -0.105 0.068 0.274
H 4.809 2.780 -2.882 0.063 0.095 0.071
H 3.170 3.388 -3.189 -0.002 0.082 -0.047
H 3.978 2.344 -4.373 0.018 0.006 -0.056
H 2.970 1.547 -1.594 0.122 -0.097 -0.262
H 4.025 0.510 -2.598 -0.119 0.059 0.098
H -0.164 -2.157 -4.590 0.135 0.063 0.032
H 1.449 -1.804 -3.920 -0.163 -0.037 -0.087
H 0.248 -0.430 -6.378 -0.035 -0.037 -0.111
H 1.439 -1.745 -6.457 -0.023 -0.059 -0.025
H 1.879 -0.185 -5.750 0.052 0.023 -0.026
C 1.234 -0.226 3.660 -0.303 0.130 0.152
C 0.284 0.932 3.283 -0.044 -0.474 -0.134
C 0.487 2.113 4.244 0.084 -0.040 -0.263
C 0.736 1.242 1.884 -0.221 0.847 -1.282
C -1.191 0.575 3.325 -0.095 -0.015 -0.053
C -2.076 1.338 2.561 -0.058 0.067 0.229
C -3.446 1.160 2.670 -0.006 0.067 0.034
C -3.956 0.203 3.533 0.003 -0.023 -0.044
C -3.084 -0.575 4.275 -0.116 -0.106 0.021
C -1.714 -0.389 4.181 0.029 0.100 -0.098
H 2.265 0.099 3.554 0.148 0.019 0.028
H 1.075 -1.076 2.999 0.014 -0.158 0.065
H 1.080 -0.531 4.690 0.016 -0.100 0.168
H 1.519 2.448 4.237 0.227 0.058 0.015
H 0.224 1.819 5.257 -0.053 -0.054 0.085
H -0.151 2.942 3.953 -0.065 0.151 0.015
H 1.579 1.961 1.948 0.010 -0.392 -0.316
H -1.687 2.109 1.905 -0.030 -0.030 0.038
H -4.114 1.783 2.095 -0.075 0.053 -0.061
H -5.023 0.073 3.638 -0.072 -0.028 -0.027
H -3.473 -1.331 4.939 -0.028 -0.048 0.090
H -1.066 -0.990 4.799 0.128 -0.069 0.043

=====

(3)
105
Properties=species:S:1:pos:R:3:forces:R:3 method="wB97M-V/def2-TZVPD" charge=-2 e_homo_ev=0.83 e_tot_ha=-2743.78691 orbital_gap_ev=2.5
C -2.757 3.849 2.067 0.325 0.190 -0.289
C -3.321 3.344 0.728 0.216 0.205 0.472
O -3.833 2.052 0.849 -0.223 -0.092 -0.360
C -2.956 1.054 0.314 -0.071 0.007 -0.415
C -3.526 -0.346 0.479 -0.066 0.457 -0.115
P -2.702 -1.320 1.957 -0.297 0.206 0.214
C -2.115 -2.683 0.672 0.156 -0.026 -0.329
C -1.089 -2.225 -0.368 -0.111 -0.618 -0.404
C -0.806 -3.345 -1.400 0.275 0.095 0.515
C 0.550 -3.256 -2.115 -0.323 -0.192 -0.316
C 0.552 -2.419 -3.408 -0.056 0.086 0.076
C 0.675 -0.885 -3.329 0.216 -0.722 -0.123
C 1.827 -0.316 -2.517 -0.311 0.275 0.174
O 1.575 1.046 -2.175 0.394 -0.044 -0.200
C 0.621 1.187 -1.133 -0.331 0.133 0.040
C -1.906 -2.316 3.464 0.189 -0.038 -0.068
C -0.387 -2.511 3.421 -0.172 -0.699 0.492
C 0.282 -1.898 4.651 0.516 0.258 -0.405
C 1.823 -2.033 4.642 -0.466 -0.389 0.167
S 2.402 -0.732 3.540 0.003 0.264 -0.164
C 4.128 -0.776 3.656 -0.372 -0.054 -0.037
N 4.982 -1.702 3.938 0.100 0.071 0.100
N 6.246 -1.102 3.835 0.098 -0.187 0.108
C 6.041 0.108 3.494 -0.273 0.214 -0.151
O 4.726 0.415 3.359 0.394 -0.105 -0.085
C -3.254 0.089 3.199 0.003 0.244 0.254
O -2.315 0.790 3.695 -0.012 -0.097 -0.148
O -4.472 0.200 3.477 0.027 -0.141 -0.040
H -2.469 2.996 2.686 -0.125 -0.079 0.061
H -3.468 4.479 2.605 -0.096 -0.164 0.097
H -1.860 4.455 1.883 -0.039 0.056 0.069
H -2.520 3.390 -0.024 -0.063 -0.142 -0.112
H -4.124 4.007 0.376 -0.018 -0.040 -0.001
H -2.827 1.291 -0.755 0.081 0.028 -0.025
H -1.960 1.130 0.776 -0.090 0.057 0.238
H -4.594 -0.245 0.692 0.029 -0.061 0.206
H -3.442 -0.861 -0.487 0.000 -0.055 0.090
H -3.958 -2.063 2.164 0.044 -0.009 -0.057
H -1.428 -0.584 1.751 0.138 -0.212 -0.042
H -1.736 -3.598 1.152 0.032 0.049 0.133
H -2.996 -2.991 0.092 -0.180 -0.002 0.230
H -1.464 -1.342 -0.895 0.191 0.131 0.158
H -0.126 -1.981 0.087 -0.022 0.213 0.184
H -1.614 -3.433 -2.135 -0.036 0.082 0.002
H -0.816 -4.279 -0.828 0.003 -0.043 -0.076
H 1.299 -2.941 -1.386 0.122 0.138 -0.085
H 0.832 -4.274 -2.411 0.053 0.042 0.001
H 1.298 -2.825 -4.099 0.178 0.087 0.076
H -0.415 -2.612 -3.887 0.043 -0.080 -0.120
H -0.278 -0.463 -3.010 1.143 -0.753 0.336
H 0.827 -0.546 -4.362 -0.139 0.153 -0.075
H 1.994 -0.872 -1.587 -0.034 -0.132 -0.026
H 2.745 -0.322 -3.108 -0.045 0.013 0.163
H 0.860 0.554 -0.282 0.121 -0.054 0.228
H 0.628 2.235 -0.832 0.148 0.019 0.113
H -0.397 0.955 -1.458 0.386 -0.028 0.230
H -2.426 -3.280 3.515 0.049 -0.043 -0.121
H -2.151 -1.780 4.385 -0.158 0.110 -0.107
H 0.049 -2.121 2.499 -0.011 0.267 -0.098
H -0.142 -3.588 3.440 0.069 0.064 -0.132
H -0.083 -2.396 5.551 -0.089 0.070 0.039
H 0.014 -0.837 4.697 -0.193 -0.055 0.178
H 2.244 -1.902 5.639 0.110 0.141 -0.070
H 2.083 -3.024 4.269 0.222 0.082 -0.084
H 6.752 0.891 3.295 0.063 -0.050 0.020
C -2.286 0.426 -5.147 -0.059 -0.113 0.086
C -1.585 0.989 -3.933 -0.513 0.588 -0.364
O -1.706 0.468 -2.854 -1.292 0.385 -0.250
C -0.754 2.236 -4.127 -0.014 -0.037 0.217
H -2.842 -0.460 -4.847 0.010 -0.020 -0.003
H -2.980 1.166 -5.551 0.072 0.021 -0.087
H -1.566 0.152 -5.922 0.026 0.105 -0.018
H -1.381 3.046 -4.505 -0.032 -0.043 -0.108
H 0.046 2.045 -4.845 -0.031 0.022 -0.014
H -0.319 2.529 -3.174 0.024 -0.016 -0.118
C 4.491 0.952 6.484 -0.041 -0.239 0.288
C 4.053 1.736 7.694 -0.044 0.015 -0.026
O 3.739 1.199 8.731 0.071 0.027 0.002
C 4.028 3.241 7.549 -0.083 -0.002 0.171
H 4.463 -0.110 6.718 0.010 -0.003 -0.041
H 3.832 1.146 5.638 0.030 0.126 -0.005
H 5.513 1.230 6.217 -0.048 0.068 -0.111
H 3.342 3.524 6.749 0.070 0.009 -0.065
H 5.025 3.609 7.301 -0.022 0.006 -0.107
H 3.698 3.692 8.482 -0.003 -0.012 -0.007
C -7.020 2.567 -4.367 0.112 0.138 -0.057
C -6.052 1.813 -5.243 0.039 0.003 0.066
O -5.188 2.383 -5.872 -0.041 0.006 -0.051
C -6.207 0.313 -5.291 0.172 0.027 -0.108
H -6.803 3.631 -4.415 0.008 -0.010 0.002
H -8.044 2.390 -4.702 -0.018 -0.079 0.080
H -6.927 2.228 -3.334 -0.070 -0.055 -0.003
H -7.198 0.055 -5.669 -0.041 -0.028 0.116
H -6.090 -0.106 -4.290 -0.100 -0.005 0.013
H -5.450 -0.110 -5.947 -0.002 0.004 0.002
C 6.309 -1.576 -4.016 -0.156 -0.032 -0.085
C 5.761 -0.188 -3.779 -0.045 -0.009 0.036
O 4.678 0.145 -4.195 0.165 0.027 -0.167
C 6.631 0.757 -2.986 -0.147 0.137 -0.038
H 5.590 -2.156 -4.590 -0.004 0.006 0.014
H 7.250 -1.518 -4.567 0.056 -0.016 0.090
H 6.491 -2.072 -3.061 0.090 0.015 -0.011
H 7.584 0.909 -3.497 0.046 -0.068 0.064
H 6.826 0.335 -1.999 0.087 -0.009 -0.002
H 6.120 1.712 -2.877 0.004 -0.037 0.014